(1)
ORCA calculation (the ωB97M-V functional and the def2-TZVPD basis) on a molecular structure, C35H26N5O4SZr.

Properties
Net charge   +1
ΔE to the lowest compared entry with this formula, charge and spin   0.511 eV

Last column: Mulliken charge in e.
CARTESIAN COORDINATES (ANGSTROEM)
1 Zr -0.201 -0.451 -0.607  0.74
2 O 3.464 -0.111 0.479  -0.70
3 S 2.671 -0.692 -0.555  1.66
4 O 1.645 -1.688 -0.145  -0.65
5 N 1.684 0.307 -1.337  0.23
6 C 2.004 1.679 -1.425  0.52
7 C 3.239 2.201 -1.685  -0.50
8 C 3.421 3.603 -1.698  -0.91
9 C 2.382 4.447 -1.438  -1.01
10 C 1.099 3.923 -1.143  0.99
11 C 0.002 4.728 -0.774  -0.69
12 C -1.173 4.133 -0.414  -1.38
13 C -1.268 2.734 -0.456  0.00
14 N -0.288 1.942 -0.851  0.26
15 C 0.911 2.531 -1.156  -0.37
16 C 3.743 -1.457 -1.710  0.57
17 C 4.956 -1.950 -1.242  -0.51
18 C 5.784 -2.629 -2.124  -0.68
19 C 5.401 -2.801 -3.446  -0.46
20 C 4.194 -2.289 -3.903  -0.74
21 C 3.353 -1.613 -3.033  -0.64
22 H 4.083 1.554 -1.881  0.54
23 H 4.405 3.998 -1.907  0.42
24 H 2.523 5.520 -1.432  0.42
25 H 0.117 5.804 -0.748  0.45
26 H -2.027 4.708 -0.088  0.51
27 H -2.180 2.263 -0.126  0.56
28 H 5.245 -1.797 -0.213  0.48
29 H 6.730 -3.020 -1.775  0.43
30 H 6.050 -3.333 -4.128  0.42
31 H 3.907 -2.412 -4.938  0.43
32 H 2.415 -1.200 -3.383  0.50
33 C -3.467 0.514 -1.419  -2.08
34 N -2.302 -0.385 -1.402  0.03
35 C -2.612 -1.666 -1.437  0.11
36 C -1.634 -2.627 -1.664  0.31
37 C -1.719 -4.025 -1.695  -1.05
38 C -0.457 -4.477 -2.049  -0.96
39 C 0.350 -3.340 -2.185  -0.19
40 N -0.341 -2.208 -1.989  -0.31
41 C -4.254 0.536 -0.129  1.06
42 C -5.645 0.571 -0.182  -0.88
43 C -6.399 0.630 0.980  -0.66
44 C -5.771 0.642 2.216  -0.55
45 C -4.386 0.594 2.282  -1.03
46 C -3.636 0.543 1.117  0.84
47 H -4.127 0.213 -2.236  0.48
48 H -3.118 1.508 -1.699  0.65
49 H -3.646 -1.977 -1.287  0.46
50 H -2.601 -4.613 -1.500  0.51
51 H -0.141 -5.496 -2.193  0.48
52 H 1.405 -3.309 -2.408  0.52
53 H -6.143 0.550 -1.144  0.40
54 H -7.478 0.658 0.918  0.40
55 H -6.357 0.679 3.124  0.41
56 H -3.888 0.591 3.243  0.48
57 H -2.558 0.490 1.206  0.30
58 O 1.227 2.281 2.238  -0.62
59 C 0.728 1.209 2.426  -0.15
60 N 0.217 0.356 1.420  0.72
61 C -0.303 -0.732 1.997  0.78
62 O -0.835 -1.578 1.222  -0.61
63 C -0.149 -0.709 3.456  0.42
64 C -0.515 -1.599 4.447  -0.42
65 C -0.183 -1.245 5.752  -0.65
66 C 0.482 -0.052 6.029  -0.46
67 C 0.841 0.838 5.019  -0.67
68 C 0.509 0.485 3.729  0.15
69 H -1.025 -2.524 4.222  0.55
70 H -0.442 -1.905 6.568  0.45
71 H 0.725 0.184 7.056  0.43
72 H 1.354 1.765 5.236  0.52

(2)
ORCA calculation (the ωB97M-V functional and the def2-TZVPD basis) on a gas-phase ion, C5H12NO (charge -1) at a distorted geometry.

Properties
SMILES string   CC[C@@H](C[O-])NC
Net charge   -1
ΔE to the lowest compared entry with this formula, charge and spin   0.570 eV

Last column: Mulliken charge in e.
CARTESIAN COORDINATES (ANGSTROEM)
1 C -2.034 -0.461 -1.072  -1.28
2 C -1.208 -0.144 0.155  -0.52
3 C 0.241 -0.599 0.025  0.24
4 C 0.951 0.165 -1.149  -1.02
5 O 0.525 1.419 -1.369  -0.87
6 N 0.925 -0.515 1.324  -0.61
7 C 1.277 0.881 1.652  -0.88
8 H -3.086 -0.303 -0.830  0.38
9 H -1.681 0.176 -1.880  0.30
10 H -1.914 -1.502 -1.389  0.30
11 H -1.318 0.916 0.358  0.22
12 H -1.614 -0.695 1.018  0.40
13 H 0.197 -1.643 -0.309  0.34
14 H 2.050 0.117 -0.891  0.38
15 H 0.859 -0.488 -2.032  0.38
16 H 1.824 -0.975 1.164  0.32
17 H 1.855 1.356 0.856  0.30
18 H 1.797 0.862 2.607  0.37
19 H 0.353 1.434 1.762  0.27

(3)
ORCA calculation (the ωB97M-V functional and the def2-TZVPD basis) on a single C2H2N2O4 molecule at a distorted geometry.

Properties
SMILES string   O=c1[nH]o/c(=N/O)o1
Net charge   0
ΔE to the lowest compared entry with this formula, charge and spin   3.352 eV

Last column: Mulliken charge in e.
CARTESIAN COORDINATES (ANGSTROEM)
1 O -2.493 -1.130 -0.209  -0.54
2 C -1.488 -0.489 0.076  0.60
3 N -1.620 0.821 0.277  -0.13
4 O -0.231 1.322 -0.157  -0.29
5 C 0.590 0.235 -0.094  0.74
6 N 1.904 0.374 -0.064  -0.44
7 O 2.485 -0.870 -0.059  -0.37
8 O -0.224 -0.787 0.171  -0.26
9 H -2.356 1.116 -0.326  0.29
10 H 3.434 -0.591 0.385  0.39

Question: What is the ΔE to the lowest compared entry with this formula, charge and spin in the second record?
Answer: 0.570 eV

Copy entry 3 word for word.
ORCA calculation (the ωB97M-V functional and the def2-TZVPD basis) on a single C2H2N2O4 molecule at a distorted geometry.

Properties
SMILES string   O=c1[nH]o/c(=N/O)o1
Net charge   0
ΔE to the lowest compared entry with this formula, charge and spin   3.352 eV

Last column: Mulliken charge in e.
CARTESIAN COORDINATES (ANGSTROEM)
1 O -2.493 -1.130 -0.209  -0.54
2 C -1.488 -0.489 0.076  0.60
3 N -1.620 0.821 0.277  -0.13
4 O -0.231 1.322 -0.157  -0.29
5 C 0.590 0.235 -0.094  0.74
6 N 1.904 0.374 -0.064  -0.44
7 O 2.485 -0.870 -0.059  -0.37
8 O -0.224 -0.787 0.171  -0.26
9 H -2.356 1.116 -0.326  0.29
10 H 3.434 -0.591 0.385  0.39

Question: Among the records above, which one has the highest net charge?
Answer: C35H26N5O4SZr